# C54H55F5N6

A cluster of 11 separate species, C54H55F5N6 in total in a non-equilibrium geometry (ωB97M-V/def2-TZVPD, the Open Molecules 2025 dataset).

calculated total energy: -2918.46986 hartree
orbital gap: 8.6 eV
HOMO energy: -8.07 eV
SMILES: c1cc[nH]c1.c1cc[nH]c1.c1cc[nH]c1.c1cc[nH]c1.c1cc[nH]c1.c1cc[nH]c1.Fc1ccccc1.Fc1ccccc1.Fc1ccccc1.Fc1ccccc1.Fc1ccccc1
F_max: 0.0582 Eh/bohr

```
120
Properties=species:S:1:pos:R:3:forces:R:3
C -3.492856 2.744429 1.275912 1.075 1.656 0.917
C -4.078168 2.279457 0.085588 0.386 -0.852 -0.632
C -3.173702 1.395399 -0.498227 0.679 0.180 1.307
N -2.050379 1.383324 0.316916 -0.995 0.466 -0.722
C -2.208495 2.265105 1.353649 0.404 -1.490 -0.476
H -3.747132 3.525552 1.995595 -0.701 -0.299 -0.505
H -5.017848 2.555607 -0.331072 -0.553 0.003 -0.041
H -3.200747 0.668259 -1.300223 -0.312 0.402 -0.104
H -1.250567 0.812360 0.092772 -0.155 0.198 0.312
H -1.385136 2.402311 2.046308 -0.352 0.129 0.036
C 1.968424 -2.682001 4.252287 -1.888 -0.903 0.560
C 3.033282 -1.912275 3.844964 0.410 1.096 -1.525
C 4.176176 -2.531765 4.204806 1.380 -0.397 0.259
N 3.824815 -3.658809 4.880655 0.377 -0.425 0.302
C 2.457065 -3.780037 4.930752 0.334 -0.144 0.518
H 0.939059 -2.441502 3.997098 0.162 -0.314 0.353
H 2.963589 -1.095316 3.154222 0.043 0.457 0.149
H 5.223440 -2.309391 4.008111 -0.411 0.007 0.108
H 4.500097 -4.291641 5.286600 -0.356 0.110 -0.011
H 2.037929 -4.576726 5.558305 -0.073 0.519 -0.666
C 3.113468 3.237434 1.134362 1.756 -0.111 0.823
C 2.026718 3.781398 1.937182 1.925 -1.443 0.212
C 1.181441 4.348010 1.050714 -1.659 0.522 0.014
N 1.680463 4.199715 -0.183270 0.220 1.355 -2.215
C 2.923682 3.666795 -0.150321 -0.339 -1.022 -0.216
H 4.020693 2.623617 1.429333 -1.388 1.131 -0.020
H 2.062801 3.714393 3.012183 -0.660 0.072 -0.017
H 0.219977 4.832755 1.081855 -0.041 0.018 0.644
H 1.268426 4.595758 -1.041754 0.138 -0.204 0.838
H 3.510576 3.595723 -1.054263 -0.050 -0.246 0.197
C -0.440720 6.141336 -2.233759 -0.037 -0.985 -1.365
C 0.010839 4.914037 -2.876385 0.675 1.602 0.172
C -0.700878 3.905082 -2.304829 1.422 0.026 -1.491
N -1.551074 4.439642 -1.464462 -1.998 0.783 1.740
C -1.487353 5.813469 -1.412019 1.507 -1.198 -0.621
H -0.089358 7.088810 -2.551100 0.101 0.816 0.158
H 0.813660 4.844517 -3.614253 -0.398 -0.046 0.327
H -0.540332 2.873454 -2.431663 -0.426 -0.963 -0.051
H -2.168203 3.913406 -0.894725 -0.661 -0.614 0.532
H -2.115191 6.353746 -0.759912 -0.473 0.519 0.433
C 0.493690 1.713470 5.431382 1.194 0.368 0.762
C -0.475535 2.741712 5.287472 0.119 -1.100 0.004
C -1.624784 2.100863 4.870367 0.068 1.502 -0.545
N -1.333941 0.805267 4.712497 -0.909 -1.358 0.116
C -0.090105 0.523972 5.134159 1.367 -1.466 -0.893
H 1.533254 1.802361 5.747062 -0.406 0.173 -0.057
H -0.271317 3.763078 5.481191 -0.269 0.718 0.041
H -2.564680 2.471049 4.505398 -0.163 0.178 0.225
H -1.972475 0.102570 4.410533 -0.494 -0.197 -0.109
H 0.350762 -0.494233 5.003544 -0.549 1.171 0.408
C 0.021904 -0.229209 -1.310859 0.379 -0.393 -1.890
C 0.073684 -1.007292 -0.136029 -1.743 -2.277 -0.861
C 0.559742 -0.251819 0.856987 1.599 1.328 0.394
N 0.933198 0.978540 0.310385 -1.191 -2.388 -1.095
C 0.633364 0.945767 -1.050869 1.209 1.911 1.487
H -0.280863 -0.496845 -2.327915 -0.057 -0.191 0.599
H -0.310726 -2.045745 -0.102803 0.439 0.863 0.327
H 0.859257 -0.534574 1.850638 -0.212 0.184 0.217
H 1.465022 1.641601 0.802978 0.744 1.228 0.471
H 0.929908 1.819824 -1.645559 -0.340 -0.747 0.232
F 5.184380 2.159811 -1.606653 0.425 -0.340 -0.143
C 4.919534 0.996810 -0.941808 -0.092 1.767 -0.320
C 3.877089 0.259661 -1.366300 -0.740 -2.217 -0.604
C 3.497011 -0.880125 -0.653698 0.587 1.459 -0.073
C 4.108235 -1.105348 0.562911 0.036 0.019 -0.357
C 5.189261 -0.325805 1.004715 -1.290 -0.276 -0.766
C 5.580498 0.748635 0.215889 1.204 -0.377 1.559
H 3.403586 0.366899 -2.308600 -0.295 0.817 -0.671
H 2.674138 -1.459704 -1.043274 -0.048 -0.205 0.259
H 3.628367 -1.875532 1.104509 0.250 -0.858 1.048
H 5.626213 -0.515629 1.965035 0.287 -0.005 0.237
H 6.395216 1.375251 0.566840 -0.147 0.114 -0.271
F -0.148383 -1.400025 -5.317536 -0.357 -1.127 0.167
C 0.881139 -0.565546 -5.145711 -0.041 -0.769 -0.255
C 2.148586 -1.037943 -4.937647 0.482 -0.187 0.020
C 3.191083 -0.107463 -4.863104 -0.390 -0.269 0.270
C 2.867561 1.233335 -4.915466 -0.184 0.346 -0.413
C 1.564033 1.643707 -5.154957 0.131 0.099 0.128
C 0.564080 0.737953 -5.290678 -1.611 0.158 -0.286
H 2.271134 -2.106604 -4.874763 0.299 -0.141 0.004
H 4.230408 -0.399851 -4.736998 -0.256 -0.135 0.021
H 3.618630 1.984520 -4.855784 0.614 0.360 0.134
H 1.237783 2.638087 -5.271706 0.382 1.381 -0.001
H -0.494674 0.940795 -5.548806 0.880 0.308 0.280
F -3.611027 -1.749077 4.211596 0.348 0.106 1.034
C -3.922043 -1.899077 2.931083 -0.970 -0.397 -1.676
C -2.920862 -1.825657 1.969799 1.160 0.620 1.724
C -3.275295 -1.812914 0.661845 -0.809 -0.619 -1.351
C -4.616491 -2.046348 0.249056 1.484 0.571 -1.361
C -5.590329 -2.209933 1.186763 -0.856 0.091 1.402
C -5.239669 -2.096704 2.566843 0.596 0.176 -1.340
H -1.883341 -1.659411 2.345315 -0.789 -0.147 -0.637
H -2.517156 -1.671910 -0.098963 -0.065 -0.005 0.029
H -4.784866 -2.002231 -0.855755 -0.191 -0.218 1.271
H -6.658503 -2.364825 0.917939 0.966 0.156 0.192
H -5.974504 -2.038056 3.318230 -0.875 -0.249 0.767
F -1.020085 -4.744851 -1.079589 0.480 -0.260 -0.109
C 0.182986 -4.798186 -0.433328 -1.614 -0.169 1.515
C 0.112978 -5.073320 0.950710 -0.379 -0.045 -0.201
C 1.286165 -5.005043 1.677701 0.940 0.094 -1.378
C 2.490217 -4.683198 0.998597 -0.369 0.658 1.394
C 2.481450 -4.359436 -0.343037 1.116 -0.369 -0.219
C 1.319005 -4.486941 -1.104246 0.284 0.067 0.452
H -0.859116 -5.328936 1.417145 0.712 0.299 -0.448
H 1.375981 -5.161600 2.731381 -0.414 -0.179 0.415
H 3.377283 -4.541784 1.654008 -0.494 -0.181 -0.868
H 3.433627 -4.049409 -0.797085 -0.563 -0.175 0.015
H 1.243321 -4.358544 -2.158540 0.247 0.363 -0.612
F -6.837829 -0.296388 -4.076677 0.060 -0.079 0.119
C -5.693502 -0.960252 -3.791265 -0.673 0.619 -0.168
C -4.509117 -0.284292 -3.907820 0.243 0.946 -0.763
C -3.330129 -0.972559 -3.744790 0.525 -0.026 -0.066
C -3.331729 -2.310080 -3.377726 0.211 0.070 -0.134
C -4.537452 -2.928400 -3.176679 -1.214 0.139 -0.182
C -5.749047 -2.264877 -3.422624 0.685 -0.750 0.500
H -4.525720 0.745718 -4.273183 0.041 -0.282 0.294
H -2.394841 -0.479110 -3.960084 0.129 0.109 0.082
H -2.418412 -2.879236 -3.315646 0.195 0.057 0.215
H -4.618006 -3.931771 -2.826794 0.242 -0.669 0.070
H -6.686694 -2.763047 -3.289075 -0.372 -0.164 -0.006
```
Positions in Å, forces in eV/Å.

Löwdin atomic charge list, values in e, 2 entries:
1. C -0.13
2. C -0.11